# 1
Here is an isolated molecule of C8H14O2S at a distorted geometry from the OMol25 dataset. Energies are from wB97M-V/def2-TZVPD.

Values from the calculation:
DFT total energy (eV): -23451.0633
Molecular weight (g/mol): 174.3
HOMO level (hartree): -0.309
Orbital gap (hartree): 0.333
LUMO level (eV): 0.66
Charge: 0
SMILES string: CC(C)=C1CCS[C@](C)(O)O1
Energy relative to the best compared isomer or geometry (same formula, charge and spin) (eV): 1.357

Atoms and positions in Å:
C  -2.15477  1.55075  0.12076
C  -1.77999  0.12146  0.09759
C  -2.87349  -0.80514  0.36750
C  -0.54847  -0.33814  -0.05175
C  -0.11652  -1.71823  -0.26395
C  1.18918  -1.95181  0.49548
S  2.54167  -0.94690  -0.36642
C  1.95476  0.71484  -0.08831
C  2.64415  1.63148  -1.16197
O  2.35968  1.27259  1.21717
O  0.51880  0.69422  -0.16204
H  -1.84341  2.19757  0.95528
H  -1.67460  2.04974  -0.74652
H  -3.19152  1.73006  0.00238
H  -3.07425  -1.40458  -0.61451
H  -2.56930  -1.55755  1.06760
H  -3.73605  -0.25738  0.61835
H  -0.76649  -2.52038  0.18900
H  0.01398  -2.04118  -1.31636
H  0.99946  -1.53198  1.46806
H  1.52642  -3.02924  0.40732
H  2.56679  2.64863  -1.05568
H  2.16309  1.26665  -2.06139
H  3.67301  1.56843  -1.07879
H  2.17788  0.65605  1.96118

natural (NBO) atomic charge list, values in e, 6 entries: -0.64, -0.04, -0.62, 0.30, -0.49, -0.48

***

# 2
Here is a cluster of 9 separate species, C46H117N7O18 in total at a distorted geometry from the OMol25 dataset. Energies are from wB97M-V/def2-TZVPD.

Values from the calculation:
DFT total energy (eV): -96873.5319
Molecular weight (g/mol): 1056.5
HOMO level (hartree): -0.311
Orbital gap (hartree): 0.329
LUMO level (eV): 0.46
Charge: 0
SMILES string: COCCNCCOC.COCCNCCOC.COCCNCCOC.COCCNCCOC.COCCNCCOC.COCCNCCOC.COCCNCCOC.OCCO.OCCO
Energy relative to the best compared isomer or geometry (same formula, charge and spin) (eV): 1.779

Atoms and positions in Å:
C  0.04840  0.60504  -3.67094
O  0.25247  1.29584  -2.46709
C  -0.50084  2.50337  -2.42657
C  -0.68461  2.95522  -0.99679
N  -1.66125  2.05173  -0.37758
C  -1.90203  2.28705  1.06000
C  -0.72758  1.89948  1.92904
O  -0.48071  0.51187  1.75846
C  0.43521  -0.01056  2.70593
H  -0.88540  0.03982  -3.77894
H  0.77048  -0.18964  -3.87602
H  0.12540  1.25065  -4.55221
H  -1.46039  2.32577  -2.92197
H  -0.05198  3.32990  -2.99540
H  -1.03192  3.98951  -1.02868
H  0.28398  2.95259  -0.47829
H  -1.17330  1.16210  -0.48525
H  -2.81560  1.72896  1.25265
H  -2.06059  3.34266  1.29151
H  -0.98294  2.03695  2.98894
H  0.16302  2.48789  1.68360
H  0.00045  0.00815  3.71208
H  1.31607  0.64095  2.70373
H  0.70377  -1.03535  2.46326
C  -5.40544  -1.17853  1.04741
O  -4.78567  -1.40742  -0.18478
C  -3.70599  -0.52386  -0.42555
C  -2.75564  -1.21476  -1.41683
N  -2.11688  -2.41472  -0.89110
C  -1.15198  -2.12873  0.15698
C  -1.04973  -3.34812  1.09667
O  0.17624  -3.30829  1.80736
C  0.16760  -4.23574  2.87738
H  -6.37384  -1.67911  1.05357
H  -5.66764  -0.11950  1.20848
H  -4.79366  -1.43371  1.92154
H  -3.16930  -0.28329  0.50102
H  -4.05635  0.43024  -0.83476
H  -1.94028  -0.51423  -1.61718
H  -3.42129  -1.35349  -2.26936
H  -2.86839  -3.00634  -0.54448
H  -1.45380  -1.30215  0.80005
H  -0.13057  -1.94017  -0.17956
H  -1.10857  -4.30849  0.57191
H  -1.90854  -3.28153  1.77533
H  0.80633  -3.97880  3.72432
H  0.63924  -5.15515  2.49881
H  -0.82675  -4.50127  3.23612
C  2.21378  2.95479  -11.92812
O  1.68142  3.71146  -10.83379
C  0.56592  3.12377  -10.21896
C  0.09492  4.07211  -9.10653
N  -1.16203  3.61780  -8.53622
C  -0.95640  2.70164  -7.41247
C  -2.24326  2.20026  -6.82224
O  -2.84282  3.18920  -6.01394
C  -4.01791  2.83780  -5.35195
H  1.39127  2.72097  -12.60889
H  2.82627  2.12171  -11.59371
H  2.78139  3.72665  -12.45033
H  0.82972  2.14460  -9.78746
H  -0.24505  2.91015  -10.92573
H  -0.05063  5.01340  -9.64421
H  0.93320  4.26694  -8.42807
H  -1.66653  4.42728  -8.19807
H  -0.40628  3.23922  -6.62437
H  -0.31724  1.84692  -7.63739
H  -2.05223  1.31353  -6.20532
H  -2.91641  1.94960  -7.65311
H  -3.88409  1.97030  -4.68569
H  -4.81618  2.52706  -6.03904
H  -4.30162  3.69079  -4.74059
C  5.84068  -4.13923  -5.07619
O  6.33025  -4.40952  -3.79096
C  5.39638  -4.82238  -2.82702
C  5.36132  -4.00020  -1.54600
N  5.11653  -2.57206  -1.69102
C  3.89372  -2.21543  -2.40101
C  3.63851  -0.73593  -2.42436
O  4.50868  0.01089  -3.26257
C  3.99600  1.33619  -3.37808
H  6.72243  -4.08887  -5.72071
H  5.39081  -3.14491  -5.17566
H  5.19154  -4.93090  -5.45913
H  5.67154  -5.83829  -2.51681
H  4.38767  -4.91707  -3.24118
H  6.26948  -4.08847  -0.94802
H  4.57234  -4.34808  -0.87189
H  5.88605  -2.00647  -2.02265
H  3.10204  -2.69458  -1.80868
H  3.78904  -2.69641  -3.38301
H  3.81957  -0.27755  -1.43697
H  2.57816  -0.50010  -2.57452
H  2.94466  1.33515  -3.67179
H  4.66951  1.93821  -3.97871
H  4.03524  1.71278  -2.34479
C  7.66563  -6.21985  3.34046
O  7.23736  -4.86583  3.20686
C  6.99771  -4.43050  1.90441
C  7.27657  -2.94014  1.73214
N  6.46484  -2.00253  2.52148
C  5.05983  -1.97695  2.08907
C  4.07895  -2.68520  2.99752
O  4.17885  -2.20976  4.32376
C  3.27942  -2.83779  5.21960
H  7.64066  -6.48247  4.39167
H  8.64532  -6.26993  2.86130
H  6.95568  -6.85946  2.80461
H  5.95752  -4.63765  1.62158
H  7.65891  -4.87965  1.14948
H  7.12409  -2.64049  0.69165
H  8.34367  -2.76809  1.89563
H  6.42142  -2.39110  3.46299
H  4.92340  -2.37430  1.07522
H  4.78484  -0.92838  1.92667
H  4.16925  -3.77595  2.92554
H  3.05657  -2.47014  2.65384
H  3.66210  -2.68685  6.22406
H  3.26119  -3.91461  5.01481
H  2.28942  -2.41938  5.01760
C  -7.11341  -2.58108  5.94729
O  -7.26393  -1.70700  7.03882
C  -7.40984  -0.35133  6.68148
C  -6.14039  0.31209  6.19332
N  -5.06246  0.24368  7.17734
C  -3.79050  0.74939  6.63320
C  -3.26827  0.12419  5.34155
O  -3.39307  -1.28313  5.49368
C  -2.68319  -1.98633  4.48874
H  -8.02367  -2.72079  5.35126
H  -6.83860  -3.54172  6.37782
H  -6.34470  -2.26097  5.23626
H  -7.82377  0.19615  7.53034
H  -8.16478  -0.23689  5.89190
H  -6.33457  1.29392  5.76177
H  -5.84586  -0.31878  5.33411
H  -4.84307  -0.75340  7.20907
H  -3.02160  0.59073  7.39717
H  -3.79546  1.84270  6.60239
H  -2.23355  0.44832  5.20438
H  -3.87227  0.40343  4.47011
H  -1.66175  -1.60468  4.44744
H  -3.19129  -1.94169  3.52028
H  -2.65148  -3.03663  4.77970
C  -4.84811  2.67841  3.26019
O  -3.59549  3.23980  3.54024
C  -3.55565  4.24461  4.54554
C  -2.08304  4.35621  4.91771
N  -1.68328  3.30112  5.85843
C  -0.23549  3.42611  6.09824
C  0.23286  2.25765  6.95554
O  0.07688  1.08183  6.16984
C  0.80987  -0.01034  6.68057
H  -4.73103  1.96259  2.44382
H  -5.63634  3.37725  2.96279
H  -5.14613  2.08291  4.13277
H  -4.18325  3.90745  5.37362
H  -3.84692  5.20909  4.11709
H  -1.91062  5.31466  5.41181
H  -1.47512  4.33056  4.00468
H  -1.76895  2.40169  5.39701
H  0.10085  4.37450  6.51463
H  0.24308  3.31313  5.11370
H  -0.34646  2.14357  7.87373
H  1.28739  2.44607  7.18624
H  1.88554  0.14656  6.53078
H  0.44993  -0.89000  6.15390
H  0.75429  -0.14069  7.76754
O  -1.15116  -3.79170  -3.10068
C  -0.82489  -3.19213  -4.32355
C  -2.01852  -2.47108  -4.98139
O  -1.45977  -1.66728  -6.03287
H  -1.38351  -3.11519  -2.40354
H  -0.01153  -2.46173  -4.22722
H  -0.42375  -3.92587  -5.02404
H  -2.50532  -1.83365  -4.24708
H  -2.71815  -3.18237  -5.41784
H  -1.99020  -1.71521  -6.83033
O  0.54060  5.93287  -1.17503
C  1.55037  5.85312  -2.19838
C  1.09483  6.46653  -3.51740
O  1.25635  7.87670  -3.54921
H  0.54841  6.86851  -0.93074
H  2.50364  6.27016  -1.86997
H  1.62666  4.77738  -2.36101
H  0.01913  6.28455  -3.61829
H  1.60210  5.91108  -4.31231
H  1.25768  8.17987  -4.45976

Löwdin atomic charge list, values in e, 6 entries: -0.13, -0.17, -0.21, -0.20, -0.03, -0.18

***

# 3
Here is a cluster of 3 separate species, C31H41N7O3Si in total at a distorted geometry from the OMol25 dataset. Energies are from wB97M-V/def2-TZVPD.

Values from the calculation:
DFT total energy (eV): -57265.7523
Molecular weight (g/mol): 587.8
HOMO level (hartree): -0.317
Orbital gap (hartree): 0.307
LUMO level (eV): -0.27
Charge: 0
SMILES string: C[Si](C)(C)c1cnc2ccc(CCC(=O)Nc3ccccc3)c(CCCc3ccccc3)c2n1.NC(N)=O.NC(N)=O

Atoms and positions in Å:
C  4.73266  -3.17026  1.77231
Si  3.33257  -1.89869  1.78792
C  1.61079  -2.66274  2.01567
C  3.62444  -0.62348  3.16770
C  3.20275  -0.88036  0.16802
C  4.30519  -0.74662  -0.76362
N  4.28619  -0.06617  -1.90488
C  3.07175  0.54035  -2.06089
C  2.88651  1.39643  -3.27296
C  1.72203  2.07402  -3.50832
C  0.57920  1.96270  -2.59255
C  -0.73016  2.71427  -2.83997
C  -0.50560  4.20700  -3.29968
C  -1.18509  5.21797  -2.37417
O  -2.21786  5.75459  -2.73150
N  -0.61598  5.59330  -1.10046
C  -1.18947  4.86213  0.00629
C  -0.28313  4.24023  0.89334
C  -0.74285  3.49014  1.98959
C  -2.12024  3.35233  2.24055
C  -3.01528  3.98756  1.35657
C  -2.57091  4.73988  0.25558
C  0.73018  1.14209  -1.47813
C  -0.42474  0.95009  -0.49218
C  -1.48507  -0.04652  -1.13054
C  -1.77309  -1.26551  -0.20911
C  -3.03723  -1.09993  0.66673
C  -3.49578  -2.25141  1.33800
C  -4.64985  -2.20223  2.15515
C  -5.32118  -0.97903  2.28195
C  -4.84912  0.17724  1.63568
C  -3.70522  0.13993  0.82288
C  1.97470  0.44279  -1.18845
N  2.02391  -0.30293  -0.04821
H  4.35309  -4.16668  1.47084
H  5.05089  -3.29788  2.83109
H  5.63305  -2.87148  1.21066
H  1.43224  -3.50936  1.32942
H  1.47178  -2.99294  3.06157
H  0.83972  -1.88974  1.82368
H  4.51574  -0.03264  2.87991
H  2.76373  0.07554  3.13847
H  3.74135  -1.10153  4.15347
H  5.24719  -1.25921  -0.50779
H  3.69531  1.50720  -4.00843
H  1.58472  2.72358  -4.38046
H  -1.40613  2.67641  -1.96838
H  -1.26588  2.20814  -3.66499
H  -0.94048  4.33899  -4.30179
H  0.57665  4.43504  -3.32393
H  -0.66636  6.60031  -0.96350
H  0.79640  4.35600  0.72426
H  -0.02720  2.99691  2.65893
H  -2.47252  2.75567  3.08912
H  -4.09206  3.87312  1.55036
H  -3.29329  5.23051  -0.40557
H  -0.88281  1.92411  -0.24111
H  -0.12209  0.48510  0.45706
H  -2.37666  0.53233  -1.42359
H  -1.04683  -0.43425  -2.07147
H  -1.95647  -2.13375  -0.87341
H  -0.89487  -1.53798  0.40946
H  -2.93640  -3.18761  1.21090
H  -4.94601  -3.13998  2.63690
H  -6.21834  -0.95067  2.91735
H  -5.39473  1.12200  1.76174
H  -3.34308  1.02712  0.29016
N  2.66427  -1.42570  -4.41187
C  2.03291  -2.28915  -5.25713
N  2.82964  -3.27388  -5.77511
O  0.84946  -2.19376  -5.53255
H  3.63809  -1.50791  -4.18371
H  2.14092  -0.68055  -3.99116
H  2.39890  -3.92830  -6.40175
H  3.80400  -3.37144  -5.56284
N  -1.09377  -5.62644  4.79060
C  -1.35542  -4.53657  4.00796
N  -2.00264  -3.51370  4.64050
O  -1.03653  -4.48025  2.83459
H  -1.34798  -5.69236  5.75762
H  -0.61934  -6.39724  4.35738
H  -2.21214  -2.69661  4.09375
H  -2.27501  -3.53762  5.60457

Löwdin atomic charge list, values in e, 6 entries: -0.19, 0.57, -0.19, -0.19, -0.26, -0.11

***

# 4
Here is a cluster of 2 separate species, C4H12N2S2 in total at a distorted geometry from the OMol25 dataset. Energies are from wB97M-V/def2-TZVPD.

Values from the calculation:
DFT total energy (eV): -28992.2419
Molecular weight (g/mol): 152.3
HOMO level (hartree): -0.308
Orbital gap (hartree): 0.334
LUMO level (eV): 0.72
Charge: 0
SMILES string: C/N=C\N.CCSS
Energy relative to the best compared isomer or geometry (same formula, charge and spin) (eV): 1.108

Atoms and positions in Å:
C  -1.11202  -0.18092  1.88377
N  0.32220  -0.31348  1.69534
C  0.90566  -1.39867  1.27791
N  0.39773  -2.72094  1.20671
H  -1.54465  0.73967  1.46935
H  -1.34773  -0.07593  2.96735
H  -1.76126  -0.94577  1.41564
H  1.90090  -1.25402  0.81638
H  -0.53686  -2.78098  1.60833
H  0.64819  -3.30585  0.42177
C  -0.90213  0.13632  -1.81965
C  0.30432  1.12353  -1.83085
S  0.31104  2.26107  -0.37113
S  1.92540  3.48151  -0.79626
H  -1.82248  0.74043  -1.69374
H  -0.85355  -0.61780  -1.00505
H  -0.95950  -0.28616  -2.85847
H  0.19459  1.76176  -2.73421
H  1.25736  0.56795  -1.77501
H  2.67280  3.06825  0.12181

natural (NBO) atomic charge list, values in e, 6 entries: -0.46, -0.49, 0.28, -0.85, 0.21, 0.21